[1]
Computed, not measured: a cluster of 2 separate species, C3H12Cl2N2Si2 in total in a non-equilibrium geometry, with wB97M-V/def2-TZVPD.

Summary:
LUMO   0.07 eV
Frontier orbital gap   8.9256 eV
HOMO level   -8.853 eV
Energy   -47091.049 eV
ΔE to the lowest compared entry with this formula, charge and spin   0.4916 eV

Atoms and positions in Å:
Cl  -1.808  -2.770  2.488
Cl  -3.491  -0.479  -0.179
Si  -1.187  -1.084  1.684
Si  0.612  0.051  -0.643
N  -1.355  0.302  2.641
N  0.128  -1.132  0.629
C  -0.561  -0.128  -2.114
C  2.423  -0.417  -1.010
C  0.526  1.764  0.180
H  2.503  -1.281  -1.663
H  0.454  -2.065  0.413
H  -0.980  1.167  2.272
H  -2.237  0.467  3.112
H  -1.585  0.007  -1.773
H  2.966  -0.643  -0.096
H  -0.508  2.077  0.282
H  2.939  0.403  -1.500
H  -0.500  -1.117  -2.563
H  1.029  2.511  -0.427
H  0.996  1.766  1.159
H  -0.363  0.601  -2.893

***

[2]
Computed, not measured: a cluster of 6 separate species, C15H42N3O6 in total in a non-equilibrium geometry, with wB97M-V/def2-TZVPD.

Summary:
LUMO   -6.04 eV
Frontier orbital gap   5.2781 eV
Net charge   +1
HOMO level   -11.319 eV
Energy   -32979.715 eV

Atoms and positions in Å:
O  -0.272  -0.066  1.003
O  3.604  0.288  0.661
O  6.790  -4.546  0.134
O  -8.135  -0.261  -1.035
O  6.775  -2.010  2.895
O  0.257  4.583  -4.067
N  -4.782  2.151  -0.152
N  -2.373  2.361  -0.786
N  -3.923  0.439  -1.367
C  -1.453  2.008  0.357
C  4.766  -5.653  0.849
C  -0.985  4.227  -4.664
C  7.613  -0.042  4.020
C  6.944  -1.394  4.169
C  -8.994  1.894  -1.718
C  -3.556  1.750  -0.778
C  -4.339  -0.271  -0.093
C  3.978  -0.857  1.425
C  -5.071  0.922  0.698
C  -9.029  0.793  -0.677
C  -0.984  2.758  -5.041
C  3.052  -2.017  1.118
C  -0.428  0.857  -0.087
C  6.114  -5.093  1.263
H  0.952  4.406  -4.710
H  -3.326  -0.505  0.352
H  -0.810  2.136  -4.158
H  -0.181  2.539  -5.747
H  -4.498  2.961  0.414
H  5.996  -4.308  2.017
H  -0.947  2.902  0.791
H  -4.855  0.633  -1.759
H  -8.745  1.179  0.308
H  -2.054  2.988  -1.527
H  7.541  -2.056  4.804
H  6.235  -3.846  -0.226
H  2.698  0.510  0.901
H  -1.085  -0.569  1.140
H  -4.883  -1.235  -0.216
H  4.890  -6.427  0.089
H  5.006  -1.111  1.169
H  -1.936  2.470  -5.493
H  5.956  -1.284  4.619
H  8.594  -0.146  3.549
H  7.018  0.611  3.377
H  -1.777  4.437  -3.941
H  4.141  -4.870  0.409
H  -9.269  1.502  -2.699
H  0.560  1.341  -0.306
H  7.649  -2.115  2.504
H  -4.408  1.121  1.589
H  -9.680  2.702  -1.457
H  -6.142  0.774  0.987
H  -2.092  1.538  1.164
H  7.740  0.441  4.991
H  3.085  -2.263  0.054
H  -10.030  0.369  -0.604
H  2.016  -1.756  1.354
H  3.330  -2.902  1.694
H  -7.984  2.308  -1.810
H  -1.148  4.856  -5.544
H  3.941  -0.598  2.488
H  4.240  -6.081  1.706
H  -7.252  0.114  -1.091
H  6.742  -5.880  1.681
H  -0.798  0.293  -0.985

***

[3]
Computed, not measured: a structure of composition C30H31As2MnN4O3S2, with wB97M-V/def2-TZVPD.

Summary:
LUMO (spin up / spin down)   -10.71 / -11.04 eV
Frontier orbital gap (spin up / spin down)   6.5619 / 6.2421 eV
Net charge   +3
HOMO level (spin up / spin down)   -17.270 / -17.280 eV
Energy   -218357.141 eV
Multiplicity   2
ΔE to the lowest compared entry with this formula, charge and spin   0.0000 eV

Atoms and positions in Å:
As  -2.115  -0.612  0.510
As  -0.614  0.424  -1.956
Mn  0.266  0.175  0.394
S  3.933  -0.761  -1.282
S  2.667  0.462  0.917
O  -1.870  3.163  1.916
O  0.760  -3.001  3.016
O  5.011  1.193  0.161
N  -0.356  1.396  1.808
N  0.476  -0.881  2.100
N  0.665  2.263  -0.305
N  0.753  -1.872  -0.326
C  -3.119  -2.518  -3.659
C  0.911  -2.776  0.661
C  -3.570  0.620  0.845
C  -1.712  1.981  -2.310
C  0.841  4.951  -1.011
C  0.953  -2.329  -1.566
C  0.743  -2.296  2.052
C  -3.512  -2.446  -1.283
C  -0.067  4.540  -0.043
C  -1.849  -1.014  -2.288
C  1.277  -3.647  -1.863
C  6.267  1.036  -0.579
C  -3.796  -2.974  -2.536
C  1.550  2.670  -1.214
C  -0.433  1.967  4.208
C  1.670  4.002  -1.590
C  0.604  -0.734  4.591
C  0.635  0.525  -3.443
C  0.359  0.116  5.609
C  -2.535  -1.464  -1.162
C  -0.915  2.676  1.400
C  1.414  -4.560  -0.836
C  -0.166  1.122  3.065
C  4.015  0.432  -0.109
C  -2.442  -1.948  1.867
C  -0.169  1.464  5.427
C  -0.102  3.197  0.279
C  0.353  -0.267  3.251
C  1.230  -4.106  0.463
C  -2.145  -1.533  -3.542
H  -2.178  -1.554  2.848
H  -3.509  -2.181  1.864
H  1.644  0.238  -3.154
H  1.333  -4.756  1.321
H  1.416  -3.935  -2.895
H  2.408  4.283  -2.327
H  0.998  -1.721  4.766
H  -3.515  1.498  0.207
H  -0.823  2.963  4.071
H  -1.878  -2.858  1.666
H  -4.058  -2.809  -0.420
H  -1.644  -1.184  -4.437
H  6.832  1.929  -0.336
H  -3.558  0.934  1.889
H  -4.493  0.075  0.633
H  -1.109  2.888  -2.312
H  -3.354  -2.927  -4.632
H  -2.510  2.067  -1.576
H  -0.722  5.234  0.467
H  0.635  1.554  -3.805
H  0.911  5.993  -1.292
H  -0.338  2.062  6.313
H  -2.158  1.840  -3.298
H  -4.553  -3.740  -2.637
H  6.758  0.138  -0.214
H  0.858  -1.628  -2.377
H  2.169  1.903  -1.664
H  0.568  -0.204  6.622
H  0.288  -0.126  -4.248
H  1.663  -5.594  -1.035
H  6.051  0.983  -1.645

***

[4]
Computed, not measured: a cluster of 2 separate species, C10H16 in total in a non-equilibrium geometry, with wB97M-V/def2-TZVPD.

Summary:
LUMO   1.00 eV
Frontier orbital gap   10.0257 eV
HOMO level   -9.031 eV
Energy   -10629.295 eV
ΔE to the lowest compared entry with this formula, charge and spin   0.4485 eV

Atoms and positions in Å:
C  -2.016  1.587  -0.546
C  -2.630  2.393  0.392
C  0.701  -0.802  2.262
C  0.754  -2.784  -2.526
C  -0.760  2.036  1.864
C  1.906  -1.767  -2.568
C  1.066  0.386  1.346
C  -1.993  2.606  1.613
C  -0.171  1.158  0.955
C  -0.807  0.973  -0.272
H  1.670  1.077  1.935
H  1.742  -1.148  -3.464
H  -2.446  3.211  2.387
H  2.833  -2.298  -2.753
H  1.329  -1.679  2.123
H  -3.578  2.879  0.224
H  -0.354  -1.078  2.168
H  -0.244  2.259  2.786
H  1.030  -3.709  -1.994
H  0.503  -3.070  -3.550
H  -0.108  -2.434  -1.959
H  1.889  -1.070  -1.734
H  -0.344  0.264  -0.960
H  0.863  -0.540  3.310
H  1.640  0.097  0.474
H  -2.474  1.455  -1.516

***

[5]
Computed, not measured: an isolated molecule of C19H21NO4 in a non-equilibrium geometry, with wB97M-V/def2-TZVPD.

Summary:
LUMO   0.72 eV
Frontier orbital gap   8.8680 eV
HOMO level   -8.153 eV
Energy   -29723.469 eV
ΔE to the lowest compared entry with this formula, charge and spin   1.8357 eV

Atoms and positions in Å:
O  1.631  0.671  -4.486
O  1.347  -0.291  1.392
O  1.323  0.153  3.590
O  2.848  2.581  -4.059
N  -1.495  0.667  0.189
C  -0.671  1.128  1.281
C  1.044  1.364  -3.461
C  -1.238  -0.698  -0.228
C  -1.556  -1.685  0.865
C  -2.926  -2.380  2.717
C  2.027  -2.018  2.828
C  -2.170  -3.532  2.855
C  -1.112  -3.764  1.994
C  1.529  -0.606  2.679
C  -0.484  1.936  -1.740
C  -1.697  1.614  -0.894
C  0.858  1.021  1.113
C  -0.805  -2.842  1.007
C  -2.626  -1.466  1.724
C  0.253  3.087  -1.497
C  2.759  1.428  -4.868
C  1.780  2.520  -3.202
C  1.398  3.404  -2.224
C  -0.089  1.053  -2.751
H  -2.483  1.202  -1.534
H  -0.068  3.763  -0.719
H  -3.215  -0.569  1.607
H  -2.077  2.537  -0.445
H  -0.920  2.174  1.468
H  -1.903  -0.909  -1.074
H  1.167  1.238  0.089
H  -2.405  -4.248  3.630
H  3.670  0.821  -4.745
H  2.695  -2.080  3.681
H  1.169  -2.663  3.010
H  2.663  1.726  -5.925
H  1.337  1.721  1.804
H  1.961  4.302  -2.032
H  -0.655  0.165  -2.979
H  -0.203  -0.853  -0.568
H  2.526  -2.340  1.920
H  0.028  -3.022  0.341
H  -3.755  -2.196  3.385
H  -0.522  -4.665  2.091
H  -0.939  0.554  2.174

***

[6]
Computed, not measured: a structure of composition C9H24CdNO5 in a non-equilibrium geometry, with wB97M-V/def2-TZVPD.

Summary:
LUMO   2.77 eV
Frontier orbital gap   5.5617 eV
Net charge   -1
HOMO level   -2.789 eV
Energy   -26008.013 eV
ΔE to the lowest compared entry with this formula, charge and spin   3.5743 eV

Atoms and positions in Å:
Cd  -9.530  -14.633  11.300
O  -9.501  -16.711  10.463
O  -8.029  -15.199  12.695
O  -9.734  -12.871  12.731
O  -8.288  -13.662  10.019
O  -11.096  -14.692  9.732
N  -11.176  -15.622  12.478
C  -10.688  -11.934  12.407
C  -10.963  -17.074  12.343
C  -7.182  -16.338  12.650
C  -12.390  -15.189  11.814
C  -10.944  -14.608  8.273
C  -6.967  -13.477  9.450
C  -10.471  -17.642  10.958
C  -9.049  -17.221  9.181
C  -12.332  -14.905  10.281
H  -8.889  -18.295  9.267
H  -11.883  -17.638  12.493
H  -12.635  -13.917  9.934
H  -9.655  -17.008  8.300
H  -6.593  -16.477  13.557
H  -6.378  -16.232  11.922
H  -13.150  -15.929  12.065
H  -8.043  -16.828  9.034
H  -9.956  -18.583  11.155
H  -10.397  -10.888  12.310
H  -11.394  -17.715  10.384
H  -9.966  -14.340  7.874
H  -11.218  -12.304  11.529
H  -12.845  -15.784  9.891
H  -11.339  -15.539  7.868
H  -7.125  -12.738  8.665
H  -12.715  -14.242  12.243
H  -11.256  -15.335  13.443
H  -10.167  -17.411  13.008
H  -6.476  -14.374  9.073
H  -11.400  -11.900  13.232
H  -6.221  -13.288  10.221
H  -7.590  -17.281  12.286
H  -11.636  -13.830  7.948